# 1
89
Properties=species:S:1:pos:R:3:forces:R:3:mulliken_charge:R:1 method="wB97M-V/def2-TZVPD" mol_weight_g_mol=918.98 total_energy_ha=-2678.386926 total_charge=0 relative_energy_ev=1.000
Pt -0.3166 0.2365 -0.2357 -1.4 0.0 -0.1 0.3358
S 2.5936 0.0243 0.2149 0.7 0.1 0.1 -0.3430
N 2.1843 2.0732 -1.3592 0.2 0.1 0.0 -0.0960
N -0.2363 -1.7569 -0.1164 0.6 -0.1 -0.1 -0.0763
N -0.4517 0.3681 1.7454 0.3 0.3 0.0 -0.0063
N -0.2946 0.0848 -2.2253 0.1 0.0 -0.1 -0.2565
N -0.5023 2.2180 -0.3378 0.2 0.3 0.3 -0.4997
C 0.7038 -3.3695 -3.3592 0.1 -0.2 -0.2 -0.4063
C -3.0751 3.2726 -3.7314 0.1 0.0 0.0 0.1527
C -1.6880 4.8211 -5.5535 0.0 0.1 -0.1 -1.0021
C 0.3911 5.8602 4.9165 0.0 0.1 0.1 -0.4023
C 0.1171 3.8671 2.9923 -0.1 0.2 0.1 -0.6127
C -0.9934 4.0359 -4.6479 0.0 -0.1 0.1 0.4879
C -0.7743 5.7697 4.1722 -0.1 0.1 0.0 -0.9590
C 3.1485 3.9705 0.3329 0.0 -0.4 0.0 -0.0230
C 1.7079 -3.2052 -4.3099 0.0 0.0 0.1 -0.2126
C 2.5875 4.3456 -0.9058 0.1 -0.2 -0.2 -1.0137
C -4.7835 -3.9179 2.9426 0.0 0.1 0.1 -0.3770
C -0.2664 3.1185 0.6703 0.0 -0.9 0.2 0.6486
C 3.2122 2.6545 0.6918 -0.1 0.6 0.0 -0.8788
C 1.4291 4.9742 4.6790 0.0 0.1 0.1 -0.9494
C 2.0153 -4.2272 -5.1886 0.0 0.0 -0.1 -0.7968
C -0.5526 1.1544 3.8749 -0.2 -0.5 0.3 -1.1809
C -0.3581 -2.4638 1.0176 -0.9 0.6 0.5 -0.1465
C -0.0742 2.7756 2.0178 -0.2 -0.3 -0.4 1.4466
C 0.6764 -3.8113 -0.4380 -0.1 -0.2 0.7 -0.8704
C -3.4160 -1.9450 3.0138 0.5 0.0 -0.2 -0.5144
C -0.0104 -1.0345 -2.9596 0.0 0.0 0.2 0.4884
C -0.9018 -0.6183 2.5488 -0.2 -0.9 -0.4 0.3991
C 0.3227 -5.5996 -4.1938 0.0 -0.1 -0.1 -0.8964
C -0.9955 -0.1317 3.8893 -0.1 0.5 0.3 -1.3056
C -2.2866 -2.6761 2.5868 -0.9 -0.7 0.7 1.0200
C 1.2909 3.9778 3.7286 0.0 0.0 -0.1 0.0301
C 0.2427 -3.7352 0.8615 0.2 -0.5 -0.6 -1.0258
C -1.1374 -1.9485 2.1305 1.6 0.9 -0.7 0.1060
C 1.3166 -5.4216 -5.1420 0.0 -0.1 0.0 -0.4159
C -2.4458 -4.0618 2.4112 0.1 0.3 0.1 -0.0206
C -1.6833 3.2468 -3.7368 -0.1 0.1 -0.1 -0.6888
C -3.0728 4.8235 -5.5556 0.0 0.0 -0.1 -0.3535
C -0.2345 -0.7404 -4.3432 -0.1 0.2 0.0 -1.1644
C 0.0191 -4.5835 -3.3065 0.0 0.1 -0.1 -0.2915
C -1.0272 2.3712 -2.7383 0.3 0.3 1.0 0.8490
C 0.3662 -2.2805 -2.4297 -0.1 0.3 0.7 1.3126
C -0.9075 4.7853 3.2091 0.0 0.0 0.1 0.0239
C -0.6804 0.5416 -4.4242 0.1 -0.2 0.0 -1.4685
C -4.6391 -2.5566 3.1762 -0.3 -0.2 0.1 -0.9588
C -0.7112 1.0597 -3.0898 0.1 -0.1 0.0 0.2892
C 2.6770 1.6550 -0.1524 0.2 -1.0 -0.2 0.5997
C -0.2655 1.4846 2.5133 0.0 0.1 -0.6 0.5332
C -0.7611 4.3152 -1.1601 -0.2 0.4 0.7 -1.5969
C 2.1167 3.3676 -1.7295 0.4 0.4 0.1 -0.1194
C -0.8102 2.9245 -1.4553 -0.3 -0.7 -0.8 0.3885
C 0.3280 -2.5836 -1.0623 -0.1 0.5 -0.5 0.2818
C -3.6711 -4.6676 2.5869 -0.1 0.0 0.0 -0.9516
C -0.3899 4.4339 0.1489 -0.3 0.3 -0.8 -1.2440
C -3.7658 4.0510 -4.6386 -0.1 0.0 0.0 -0.8993
H -0.9257 1.1073 -5.3034 -0.1 0.0 -0.1 0.5460
H -1.5864 6.4627 4.3432 0.0 0.0 0.0 0.3963
H 2.0992 3.2844 3.5508 0.0 -0.1 0.0 0.5094
H -5.7576 -4.3789 3.0159 0.0 -0.1 0.1 0.3854
H -3.6073 2.6718 -3.0093 -0.1 -0.1 0.1 0.5126
H 2.7983 -4.0861 -5.9197 0.1 0.0 0.0 0.3908
H -0.2247 -6.5306 -4.1561 0.0 0.0 0.0 0.3919
H 2.3443 5.0510 5.2485 0.1 0.0 0.0 0.4146
H -3.6176 5.4190 -6.2721 0.0 0.1 -0.1 0.4032
H 3.5037 4.7334 1.0073 0.1 0.1 0.1 0.3925
H 0.4844 6.6143 5.6855 0.0 0.1 0.0 0.4064
H -0.0856 -1.4354 -5.1452 0.0 -0.1 -0.2 0.5567
H -5.5016 -1.9587 3.4407 0.0 0.0 0.0 0.3806
H -4.8458 4.0541 -4.6265 -0.1 0.0 0.0 0.4100
H -1.6031 -4.6616 2.1168 0.0 -0.1 -0.1 0.2786
H -3.7653 -5.7297 2.4114 0.0 -0.1 0.0 0.4019
H -0.9505 5.1046 -1.8600 -0.1 0.2 -0.2 0.5495
H -1.8192 4.7066 2.6328 -0.1 0.0 0.0 0.5477
H 2.2595 -2.2777 -4.3438 0.0 0.1 0.0 0.5200
H 1.1916 -4.6328 -0.8987 0.1 -0.1 -0.1 0.7478
H -1.1503 5.4357 -6.2613 0.1 0.0 0.0 0.4163
H 1.6564 3.5737 -2.6816 0.0 0.0 -0.1 0.6054
H -0.4692 1.8286 4.7035 0.0 0.1 0.2 0.5840
H -0.2177 5.3367 0.6979 0.0 0.2 0.1 0.6771
H 3.6253 2.3390 1.6357 0.0 -0.1 0.1 0.5100
H 0.3895 -4.4676 1.6325 0.0 -0.1 0.1 0.6983
H 0.0880 4.0334 -4.6480 0.1 0.0 0.0 0.3786
H -0.7686 -4.7203 -2.5807 -0.1 0.0 0.1 0.5513
H 1.5464 -6.2098 -5.8430 0.0 -0.1 0.0 0.3996
H 2.5145 5.3824 -1.1844 0.0 0.1 -0.1 0.4306
H 1.7526 1.3439 -1.9268 0.1 0.2 0.1 0.2169
H -3.3321 -0.8732 3.1301 -0.1 0.0 0.0 0.3884
H -1.3122 -0.7138 4.7326 -0.1 -0.1 0.2 0.6336



# 2
103
Properties=species:S:1:pos:R:3:forces:R:3:mulliken_charge:R:1 method="wB97M-V/def2-TZVPD" mol_weight_g_mol=1193.51 total_energy_ha=-6978.727168 total_charge=0 relative_energy_ev=2.547
Y -0.3246 0.1938 -0.9722 0.8 -2.5 0.7 1.2902
Cl 3.1265 -3.8443 -0.4472 0.0 0.0 0.0 -0.1957
Cl 0.7138 -7.0627 -4.0732 0.0 0.0 0.0 -0.2282
Cl 6.5419 -0.3066 6.6876 0.0 0.0 0.0 -0.1844
Cl 1.0645 1.6445 7.3017 0.0 0.0 0.0 -0.2273
Cl 4.2450 2.1500 3.0194 0.0 0.0 0.0 -0.1945
Cl -1.2804 -2.1441 -3.0448 0.0 0.0 0.1 -0.0979
Cl -1.3910 -4.8180 -4.6104 0.0 0.0 0.0 -0.2151
Cl 2.9739 -6.5613 -1.9737 0.0 0.0 0.0 -0.2045
S 7.6580 2.0946 5.3370 0.0 0.0 0.0 -0.1735
S -4.2510 -0.1670 -0.8656 0.3 0.0 0.0 0.8717
O -1.1184 -0.7663 0.4253 -0.5 0.4 0.3 -0.8362
O -3.5800 -1.3701 -1.4061 -0.2 0.1 -0.2 -0.6510
O 1.0468 -1.9571 -1.1958 -0.2 0.4 -0.4 -0.0258
O 5.5998 -1.7923 3.9456 0.0 -0.1 -0.1 -0.3325
N 0.8664 0.1882 -3.4877 -0.1 0.5 0.6 0.7171
N -0.9034 2.1530 -2.5135 -0.1 0.2 -0.2 0.3866
N 3.2643 -0.8710 1.2762 0.0 0.0 0.0 1.0473
N 1.7336 0.4134 0.3819 -0.1 0.4 -0.6 -0.3384
N -1.7131 1.9475 0.0552 0.1 0.3 -0.1 0.2600
C -6.9280 1.9443 -3.0487 0.0 0.0 0.0 -0.7150
C -1.6843 3.1331 -2.0248 0.0 0.1 0.0 0.8553
C -2.8648 2.6329 2.0059 0.0 0.0 0.0 -0.8064
C 2.0400 -0.3292 1.4159 -0.1 -0.1 0.0 -0.4932
C 3.9234 -1.7398 2.2290 0.0 0.0 0.0 -1.6961
C 2.1198 0.9155 6.1319 0.0 0.0 0.0 0.3693
C 1.8449 0.2535 -6.0577 0.0 0.0 -0.1 -0.7216
C -6.9404 -0.3162 -3.8844 0.0 0.0 0.0 -0.6719
C 1.7260 -0.7362 -3.9071 0.0 0.0 0.0 -0.7583
C -0.7697 3.3171 -4.5821 0.0 0.0 0.0 -0.7687
C -6.9283 -1.6604 2.4890 0.0 0.0 0.0 -0.4510
C 7.9148 0.8218 3.1457 0.0 0.0 0.0 -0.6985
C 0.7939 -5.5652 -3.2170 0.0 0.0 0.0 0.3367
C -2.9371 3.9757 0.0189 -0.1 -0.1 0.0 -0.8051
C 2.7017 1.7105 5.1643 0.0 0.0 0.0 -0.8758
C -5.5206 0.2786 -2.0598 -0.1 0.1 0.1 0.2030
C -6.9081 -0.3022 2.1901 0.0 0.0 0.0 -0.7100
C -0.4334 2.2380 -3.7671 0.1 0.1 -0.2 1.1499
C 0.9779 1.2344 -5.6091 0.0 0.0 0.0 -0.8081
C -6.1006 0.1665 1.1672 0.0 0.0 0.0 -0.2905
C -7.4134 0.9897 -3.9318 0.0 0.0 0.0 -0.3959
C 7.3598 -0.1188 4.0629 0.0 0.0 0.0 0.2360
C 3.7699 -0.4530 0.0651 -0.1 -0.1 0.0 -0.4086
C 2.2387 -0.7500 -5.1937 0.0 0.0 0.1 -1.1283
C 6.9743 -1.5279 3.7076 0.0 0.1 0.1 -0.6634
C 4.7160 -0.9248 3.2524 0.0 0.1 0.0 0.0559
C -5.9676 1.5903 -2.1108 0.0 -0.1 0.0 -0.0419
C 3.2031 -1.0105 5.2430 0.0 0.0 0.0 -0.3834
C -6.1396 -2.5476 1.7727 0.0 0.0 0.0 -0.6242
C 2.8013 0.3264 -0.4815 0.2 -0.1 0.1 -0.9075
C -0.0747 -3.3545 -2.7633 0.0 0.0 0.0 0.9464
C -0.1400 -4.5579 -3.4476 0.0 0.0 0.0 0.0041
C -5.3340 -0.7383 0.4459 -0.1 0.1 0.0 0.3071
C -5.3286 -2.0880 0.7428 0.1 0.0 0.0 -0.3358
C 0.5034 1.1779 -4.2995 -0.2 0.1 -0.2 0.2978
C 2.3616 -0.4490 6.1839 0.0 0.0 0.0 -1.0564
C 8.1313 2.0455 3.6943 0.0 0.0 0.0 -0.4043
C -5.9865 -0.6786 -2.9462 0.0 0.0 0.0 -0.4364
C 3.5413 1.1176 4.2316 0.0 0.0 0.0 1.2590
C -2.1346 3.0239 -0.5998 0.1 0.1 0.0 0.1686
C 0.9359 -3.0635 -1.8016 0.0 -0.1 0.1 -1.6461
C 3.8093 -0.2444 4.2501 0.0 0.0 0.0 -0.2012
C -2.0443 4.2310 -2.7931 -0.1 0.0 0.0 -0.7267
C -1.5870 4.3130 -4.0919 0.0 0.0 0.0 -1.1780
C -3.2988 3.7679 1.3418 0.0 0.0 0.0 -0.6443
C -2.0687 1.7274 1.3205 -0.1 0.0 -0.1 -0.4159
C 1.8665 -4.1282 -1.6006 0.0 0.0 0.0 0.4879
C 7.1775 0.4511 5.2880 0.0 0.0 0.0 0.6144
C 1.7983 -5.3323 -2.2784 0.0 0.0 0.0 0.0716
H -5.5790 -1.6810 -2.8936 0.0 0.0 0.0 0.4809
H 8.1330 0.5806 2.1143 0.0 0.0 0.0 0.3833
H 4.7078 -0.8208 -0.3120 0.0 0.0 0.0 0.4837
H -7.5558 -2.0245 3.2923 0.0 0.0 0.0 0.3782
H -2.6704 5.0103 -2.3888 0.0 0.0 0.0 0.3440
H -1.8549 5.1542 -4.7173 0.0 0.0 0.0 0.4307
H -6.0700 1.2231 0.9252 0.0 0.0 0.0 0.2872
H 1.8975 -1.0525 6.9508 0.0 0.0 0.0 0.4473
H 5.2677 -0.1547 2.7098 0.1 -0.1 0.0 0.6188
H -4.6751 -2.7407 0.1776 0.0 0.0 0.0 0.4562
H 8.5321 2.9261 3.2200 0.0 0.0 0.0 0.4360
H 3.4181 -2.0712 5.2811 0.0 0.0 0.0 0.4675
H 2.9211 -1.5314 -5.4966 0.0 0.0 0.0 0.4910
H 7.5125 -2.2526 4.3183 0.0 0.0 0.0 0.3081
H -6.1470 -3.6009 2.0211 0.0 0.0 0.0 0.3973
H -8.1576 1.2658 -4.6677 0.0 0.0 0.0 0.3820
H -1.7212 0.7578 1.6859 0.0 0.0 0.0 0.5435
H 1.3885 -0.5331 2.2502 0.0 0.0 0.0 0.6100
H 2.2109 0.2841 -7.0757 0.0 0.0 0.0 0.4359
H 2.0028 -1.4735 -3.1669 0.0 0.0 0.0 0.8081
H 4.5992 -2.4092 1.6975 0.0 0.0 -0.1 0.3681
H 0.6871 2.0161 -6.2919 0.0 0.0 0.0 0.3607
H -7.2909 2.9630 -3.0980 0.0 0.0 0.0 0.4016
H -0.4013 3.3946 -5.5909 0.0 0.0 0.0 0.3120
H 2.5081 2.7725 5.1288 0.0 0.0 0.0 0.4615
H 2.7343 0.7238 -1.4806 0.2 0.2 0.0 0.6126
H -5.5607 2.3239 -1.4226 0.0 0.0 0.0 0.3367
H -3.1485 2.4416 3.0313 0.0 0.0 0.0 0.4788
H 3.1631 -2.3502 2.7162 0.0 0.0 0.0 0.3384
H -3.9272 4.4903 1.8475 0.0 0.0 0.0 0.4365
H -7.3156 -1.0521 -4.5838 0.0 0.0 0.0 0.3937
H 7.2281 -1.7124 2.6568 0.0 0.0 0.0 0.3132
H -7.5190 0.3867 2.7590 0.0 0.0 0.0 0.4047
H -3.2876 4.8550 -0.4996 0.0 0.0 0.0 0.4297